1.
Molecular formula: C40H38GeN5O2Pd
Method: DFT, the ωB97M-V functional and the def2-TZVPD basis

The geometry in XYZ format:
```
87
C40H38GeN5O2Pd (the ωB97M-V functional and the def2-TZVPD basis)
Pd 0.76461 0.09834 0.30061
O 7.93918 -0.74832 -0.01824
C 7.45191 0.37245 -0.23525
O 7.97155 1.46970 -0.50491
C 5.90821 0.41548 -0.14950
C 5.15563 -0.71931 0.08016
C 3.77135 -0.63134 0.14716
N 3.10697 0.53146 0.05488
C 3.84203 1.63721 -0.13703
C 5.22030 1.60910 -0.27347
C 3.18654 2.97787 -0.21244
C 3.83866 4.07693 0.36154
C 3.31847 5.34366 0.19842
C 2.15699 5.49841 -0.54890
C 1.56402 4.35478 -1.04902
N 2.03716 3.11919 -0.87360
C 3.00422 -1.88984 0.41592
C 3.44030 -3.10140 -0.10973
C 2.81378 -4.27075 0.28618
C 1.77667 -4.19858 1.20128
C 1.37503 -2.94975 1.63632
N 1.96059 -1.81466 1.24971
H 5.67540 -1.65556 0.23118
H 5.80095 2.49451 -0.49818
H 4.74386 3.92257 0.93210
H 3.81783 6.19988 0.63357
H 1.73250 6.47401 -0.74634
H 0.66384 4.43478 -1.65449
H 4.26002 -3.11612 -0.81405
H 3.13114 -5.22526 -0.11419
H 1.26006 -5.08512 1.54318
H 0.54551 -2.85130 2.32669
C -3.15838 3.10318 1.38302
C -2.31121 1.81581 1.50959
N -0.99049 2.01344 0.91761
C -1.09137 2.34935 -0.51183
C -1.98151 3.59446 -0.71376
N -2.32534 4.12114 0.65198
C -1.06881 4.43075 1.42061
C -0.30433 3.09874 1.61760
H -3.42312 3.53485 2.34664
H -4.06535 2.95329 0.79954
H -2.80007 0.97010 1.03440
H -2.18581 1.54897 2.55738
H -1.50979 1.50556 -1.04720
H -0.08792 2.50770 -0.89701
H -2.92092 3.36303 -1.21561
H -1.48350 4.39861 -1.25247
H -2.86593 4.97656 0.55065
H -1.37296 4.89190 2.35866
H -0.50205 5.15310 0.83492
H -0.24826 2.84912 2.67593
H 0.70788 3.18590 1.23010
C -3.70595 -1.96926 3.52279
C -2.38294 -1.55176 3.61613
C -1.62095 -1.38637 2.46431
C -2.13887 -1.64637 1.19147
C -3.46636 -2.08291 1.12892
C -4.24691 -2.23498 2.27127
Ge -1.01080 -1.35886 -0.46924
C -2.55485 -1.06145 -1.76219
C -3.50928 -0.04185 -1.65137
C -4.55577 0.11292 -2.55358
C -4.69359 -0.76863 -3.61512
C -3.77826 -1.80098 -3.74703
C -2.73122 -1.93877 -2.84053
C -0.49581 -3.19737 -0.98419
C 0.45065 -3.37805 -1.99512
C 0.82027 -4.64728 -2.42372
C 0.24756 -5.76850 -1.83883
C -0.69174 -5.60935 -0.82721
C -1.05791 -4.33583 -0.40506
H -4.30622 -2.09387 4.41570
H -1.94286 -1.36072 4.58849
H -0.59574 -1.03539 2.55958
H -3.90817 -2.29921 0.16080
H -5.27377 -2.57018 2.18475
H -3.48365 0.64361 -0.81211
H -5.26913 0.91992 -2.42437
H -5.50776 -0.65824 -4.32018
H -3.87879 -2.51367 -4.55679
H -2.03636 -2.75712 -2.98442
H 0.91640 -2.51109 -2.45469
H 1.55765 -4.76057 -3.20932
H 0.53305 -6.76008 -2.16710
H -1.14193 -6.47981 -0.36496
H -1.78603 -4.23651 0.39266
```

<S²>   0.754
Spin multiplicity   2
HOMO level (spin up / spin down)   -6.934 / -7.218 eV
Molecular weight   799.807 g mol⁻¹
Energy relative to the best compared isomer or geometry (same formula, charge and spin)   0.000 eV
Frontier orbital gap (spin up / spin down)   5.705 / 5.973 eV

2.
Molecular formula: C37H60F3NO25V2
Method: DFT, the ωB97M-V functional and the def2-TZVPD basis

The geometry in XYZ format:
```
128
C37H60F3NO25V2 (the ωB97M-V functional and the def2-TZVPD basis)
O 2.25556 -3.50596 0.86789
V 2.78295 -2.26903 1.74429
O 2.05401 -2.17072 3.10239
O 2.92732 2.38957 -0.61048
V 2.21127 1.87569 0.70338
O 1.20626 2.96928 1.39163
C 0.60747 -0.39248 -0.20174
O 0.55756 1.00202 -0.56781
O 1.73806 -0.46216 0.66548
C -0.68725 -1.07605 0.20376
F -0.43197 -2.30535 0.62632
F -1.36176 -0.37715 1.13623
F -1.52099 -1.14211 -0.85655
C 0.03830 1.46245 -1.85566
C 0.03865 3.01399 -2.00977
H 1.00962 3.44976 -2.24521
H -0.75597 3.20017 -2.73229
H -0.15779 3.37364 -0.99974
H -1.01862 1.20987 -1.77067
H 0.67950 0.91970 -2.55020
H 0.92518 -0.87449 -1.12630
C 4.95598 -3.51824 3.43024
C 5.92690 -2.95695 2.36459
C 6.35674 -4.20138 1.53166
C 7.17456 -3.83728 0.27131
C 6.20529 -2.91087 -0.54021
C 5.77820 -1.61983 0.23330
N 5.10665 -2.01158 1.59213
O 4.55723 -0.86121 2.30702
C 4.69114 -1.03911 -0.73293
C 6.90709 -0.62213 0.29208
C 7.22444 -2.47608 3.08629
H 4.15118 -4.18929 3.13011
H 4.77316 -2.72373 4.15372
H 5.52717 -4.10014 4.15359
H 5.52513 -4.80826 1.17356
H 6.82213 -5.01675 2.08544
H 7.39154 -4.72858 -0.31742
H 8.18245 -3.47274 0.46975
H 5.33349 -3.52039 -0.77807
H 6.68007 -2.80096 -1.51520
H 3.76723 -1.61489 -0.78732
H 4.92032 -0.94268 -1.79419
H 4.55747 -0.08248 -0.22785
H 7.82387 -1.05745 0.68974
H 6.62451 0.26841 0.85349
H 7.19452 -0.42922 -0.74148
H 7.99315 -2.24540 2.34875
H 7.59928 -3.14479 3.86114
H 6.96300 -1.52473 3.54965
C -2.40104 8.61218 1.33537
C -2.83546 7.30506 0.58746
C -3.72051 7.37220 -0.61698
O -2.96231 6.77838 -1.63386
C -1.74584 6.48288 -1.35072
O -0.94879 5.93138 -2.12841
O -1.58702 6.82955 -0.07476
H -1.51606 8.55750 1.96935
H -3.16765 9.13641 1.90597
H -2.08269 9.24695 0.50845
H -3.27093 6.57185 1.26632
H -3.68306 8.44326 -0.81581
H -4.76486 7.06329 -0.66162
C -1.68268 -5.52718 -0.06938
C -1.89313 -4.61224 -1.33026
C -0.53711 -4.41231 -1.91548
O -0.68873 -4.96190 -3.14971
C -2.04382 -5.36092 -3.38322
O -2.50695 -5.88150 -4.37745
O -2.62286 -5.34735 -2.23679
H -2.50284 -5.93247 0.52322
H -0.99809 -5.06111 0.63930
H -1.15385 -6.43145 -0.37065
H -2.28523 -3.63495 -1.04874
H 0.35821 -4.72457 -1.37789
H -0.24839 -3.36745 -2.02956
C -1.18541 2.99589 3.87775
C -0.68870 1.90781 4.84323
C -1.12263 0.61291 4.49748
O -0.06600 0.20592 3.67644
C 1.04105 0.95761 3.87518
O 2.08577 0.70128 3.36904
O 0.72349 1.95839 4.61141
H -0.82585 2.84747 2.85953
H -0.83503 3.97474 4.20516
H -2.27484 2.98677 3.84363
H -1.00941 2.17486 5.85017
H -1.99806 0.82530 3.88379
H -1.24092 -0.06549 5.34240
C -1.04745 2.18773 -8.69277
C -1.63448 2.84165 -7.36962
C -0.79989 2.46617 -6.12213
O -0.60164 3.74160 -5.46706
C -0.92439 4.76846 -6.34543
O -0.43828 5.84884 -6.21003
O -1.45776 4.24489 -7.45427
H -1.45213 1.17701 -8.74524
H 0.02657 2.27298 -8.85802
H -1.49750 2.77430 -9.49371
H -2.70911 2.66038 -7.34917
H 0.08101 1.99060 -6.55336
H -1.36421 1.76758 -5.50438
C -3.44135 3.56395 -0.66213
C -3.81314 2.16182 -0.27276
C -3.67215 1.88082 1.23819
O -4.65471 0.79713 1.36115
C -5.42815 0.67218 0.28285
O -6.20446 -0.22298 0.03273
O -5.09583 1.70660 -0.54615
H -4.24441 4.29029 -0.53716
H -3.36680 3.53133 -1.74909
H -2.50197 3.91508 -0.23507
H -3.10499 1.55298 -0.83485
H -3.96584 2.76121 1.80984
H -2.80196 1.30298 1.54959
C -4.20109 -3.31385 1.42653
C -4.83742 -4.10921 2.65844
C -6.04859 -5.03752 2.37781
O -5.55875 -6.35453 2.85790
C -4.26871 -6.22707 3.35904
O -3.52404 -7.07327 3.86837
O -3.85665 -4.93352 3.17178
H -4.25448 -4.03878 0.61430
H -3.14845 -3.04948 1.32572
H -4.86879 -2.46072 1.30626
H -4.98245 -3.46873 3.52842
H -6.30966 -5.01830 1.31971
H -6.94898 -4.83143 2.95654
```

Spin multiplicity   1
HOMO level   -8.100 eV
Molecular weight   1077.751 g mol⁻¹
Energy relative to the best compared isomer or geometry (same formula, charge and spin)   5.991 eV
Frontier orbital gap   5.773 eV

3.
Molecular formula: C16H29Cl2N5O4SV
Method: DFT, the ωB97M-V functional and the def2-TZVPD basis

The geometry in XYZ format:
```
58
C16H29Cl2N5O4SV (the ωB97M-V functional and the def2-TZVPD basis)
V -0.05629 -0.14448 -0.59588
N 2.17839 -0.29663 -1.19142
C 2.63583 1.05688 -1.59517
C 1.50051 2.07517 -1.66121
N 0.56582 2.04682 -0.51138
C 1.16278 2.54305 0.73132
C 1.93440 1.46813 1.48004
N 1.18437 0.20798 1.45932
C -0.64088 2.84018 -0.84660
C -1.62996 2.07268 -1.70041
N -1.99535 0.82913 -1.00657
H 2.85650 -0.74714 -0.59048
H 2.10807 -0.87529 -2.02213
H 3.09841 1.02548 -2.58315
H 3.40920 1.39066 -0.90465
H 0.91367 1.85303 -2.55019
H 1.93490 3.07959 -1.78169
H 0.34626 2.86127 1.38116
H 1.79148 3.42524 0.55155
H 2.11097 1.83092 2.49842
H 2.91617 1.29481 1.04346
H 0.37744 0.28353 2.07318
H 1.74551 -0.54796 1.83344
H -0.36469 3.78761 -1.32793
H -1.13061 3.09064 0.09703
H -1.19278 1.78904 -2.65527
H -2.49001 2.71846 -1.90613
H -2.41779 0.17802 -1.66195
H -2.65416 0.97686 -0.25086
C -0.93295 -7.32672 3.44192
C -1.13902 -6.17499 2.49789
C -0.12392 -5.73432 1.66215
C -0.31803 -4.66392 0.79471
C -1.54227 -4.02865 0.75710
C -2.57804 -4.45959 1.58327
C -2.37226 -5.52026 2.44331
S -1.85811 -2.66824 -0.33578
O -2.37938 -1.60703 0.52965
O -2.74294 -3.18332 -1.35616
N -0.48486 -2.17369 -0.90716
C -0.07335 -2.58242 -2.24934
C 0.09606 -1.37258 -3.20006
O 0.48229 -1.55127 -4.34366
O -0.17572 -0.21779 -2.67704
H 0.08943 -7.70010 3.39431
H -1.60336 -8.15437 3.20333
H -1.13623 -7.03205 4.47293
H 0.83779 -6.23405 1.68531
H 0.48298 -4.31389 0.15630
H -3.53758 -3.96015 1.54576
H -3.18071 -5.85270 3.08494
H -0.79343 -3.25275 -2.72313
H 0.88498 -3.11351 -2.21754
Cl -0.93099 -1.43472 3.59962
C -2.33852 -0.39440 3.40222
Cl -1.97659 1.08492 2.47370
H -2.66461 -0.08426 4.38674
H -3.09752 -0.93285 2.84805
```

<S²>   0.755
Spin multiplicity   2
HOMO level (spin up / spin down)   -6.063 / -5.495 eV
Molecular weight   509.356 g mol⁻¹
Energy relative to the best compared isomer or geometry (same formula, charge and spin)   0.553 eV
Frontier orbital gap (spin up / spin down)   6.119 / 5.550 eV

4.
Molecular formula: C17H34AlClINO8P
Method: DFT, the ωB97M-V functional and the def2-TZVPD basis

The geometry in XYZ format:
```
64
C17H34AlClINO8P (the ωB97M-V functional and the def2-TZVPD basis)
C 8.58107 -1.84743 0.09264
C 7.79638 -0.65826 -0.46158
O 8.00183 -0.54915 -1.86441
C 6.82419 -0.29017 -2.60506
C 6.03031 0.92469 -2.14842
O 4.88234 0.98273 -2.96811
C 3.76517 1.56189 -2.25581
Al 2.87932 0.30927 -0.93354
C 2.59498 1.36671 0.80182
C 3.81880 1.91715 1.39432
O 4.67269 2.53984 0.85285
Cl 4.04743 1.57361 3.17686
C 1.02839 -0.17558 -1.58671
C 0.62127 -1.64760 -1.54501
C -0.89895 -1.77509 -1.90786
I 0.82738 -2.45530 0.45486
O 3.91237 -1.19221 -0.60644
C 4.27016 -1.42030 0.58476
N 4.54782 -1.63764 1.69247
H 9.50753 -1.97009 -0.46738
H 7.98578 -2.75690 -0.01019
H 8.76044 -1.71229 1.15902
H 8.19607 0.24627 0.00808
H 6.75098 -0.79504 -0.18686
H 6.16584 -1.16333 -2.68180
H 7.14703 -0.07743 -3.62799
H 6.63591 1.83482 -2.25372
H 5.70471 0.85318 -1.10614
H 4.03498 2.51566 -1.78250
H 3.02386 1.81478 -3.02471
H 2.07487 0.70904 1.49772
H 1.93607 2.19177 0.51741
H 0.28251 0.38337 -1.01070
H 0.92147 0.13448 -2.63512
H 1.15083 -2.25735 -2.27173
H -1.43532 -2.31833 -1.13102
H -1.05257 -2.32526 -2.83716
H -1.33743 -0.77949 -1.92967
O -5.85501 0.58788 3.21388
P -5.52686 0.57307 1.77800
O -6.48809 -0.51609 1.06311
C -7.82634 -0.71430 1.50802
C -8.74739 0.42761 1.12717
O -4.10070 -0.17820 1.68266
C -3.29887 -0.42637 2.84225
C -3.53453 -1.82625 3.37192
O -5.17496 1.53373 0.56704
C -5.74643 1.55072 -0.74214
C -6.76367 2.66826 -0.89934
H -7.85184 -0.88494 2.58573
H -8.16876 -1.63414 1.03202
H -8.37402 1.37760 1.51560
H -9.74930 0.26083 1.52411
H -8.82187 0.51657 0.04188
H -3.48821 0.32261 3.60969
H -2.25687 -0.31968 2.53961
H -4.59580 -2.06710 3.43833
H -3.08614 -1.94377 4.35947
H -3.08225 -2.55984 2.70243
H -6.16012 0.58554 -1.02371
H -4.90926 1.73282 -1.41647
H -7.42399 2.72493 -0.03523
H -7.36291 2.52036 -1.79835
H -6.26231 3.63311 -0.98088
```

Charge   -1
Spin multiplicity   1
HOMO level   -5.233 eV
Molecular weight   600.771 g mol⁻¹
Frontier orbital gap   7.312 eV

5.
Molecular formula: O4S2
Method: DFT, the ωB97M-V functional and the def2-TZVPD basis

The geometry in XYZ format:
```
6
O4S2 (the ωB97M-V functional and the def2-TZVPD basis)
O -0.39781 0.95425 0.26088
O -2.49495 0.07199 -0.69682
O 1.01722 -1.24527 0.86552
O 1.87161 0.19256 -0.82485
S -1.48604 -0.00295 0.32803
S 1.48671 0.13710 0.51529
```

Spin multiplicity   1
HOMO level   -11.165 eV
Molecular weight   128.130 g mol⁻¹
Energy relative to the best compared isomer or geometry (same formula, charge and spin)   0.903 eV
Frontier orbital gap   8.780 eV

6.
Molecular formula: C3H7ClN2O
Method: DFT, the ωB97M-V functional and the def2-TZVPD basis

The geometry in XYZ format:
```
14
C3H7ClN2O (the ωB97M-V functional and the def2-TZVPD basis)
C 1.11854 -0.53638 1.49678
C 0.68239 -0.57735 0.03388
N 0.37389 0.70059 -0.49057
C -1.02749 0.89171 -0.70509
Cl -2.02043 0.47934 0.72263
N -1.55966 -0.03477 -1.66877
O -2.43010 0.34723 -2.46740
H 1.28283 -1.59243 1.80048
H 1.99841 -0.01791 1.86691
H 0.20820 -0.12810 2.14398
H 1.60877 -0.96978 -0.38575
H 0.00692 -1.41965 -0.03982
H 0.93652 0.95374 -1.24505
H -1.17881 1.90376 -1.06222
```

Spin multiplicity   1
HOMO level   -9.335 eV
Molecular weight   122.555 g mol⁻¹
Energy relative to the best compared isomer or geometry (same formula, charge and spin)   2.936 eV
Frontier orbital gap   8.651 eV

Number 1: DFT total energy -4176.0380 Eh. Number 2: DFT total energy -5569.0538 Eh. Number 3: DFT total energy -3464.4394 Eh. Number 4: DFT total energy -2666.6866 Eh. Number 5: DFT total energy -1097.2844 Eh. Number 6: DFT total energy -763.3294 Eh.